1.
Computed, not measured: a cluster of 12 separate species, C4H32NO12 in total in a non-equilibrium geometry, with ωB97M-V with the def2-TZVPD basis set.

Properties
relative energy (zero: lowest compared OMol25 entry of this formula, charge and spin) = 77.3 kcal per mole
lowest unoccupied orbital energy = -0.101 Eh
total charge = +1
frontier orbital gap = 10.6 eV

Last column: Löwdin charge in e.
Cartesian coordinates (Å):
O  1.641  2.784  -1.974  0.07
C  1.107  2.796  -0.872  -0.18
C  0.138  1.666  -0.464  -0.29
N  0.000  0.808  -1.707  0.00
C  1.155  -0.201  -1.669  0.01
C  -1.304  2.217  -0.095  -0.01
H  1.125  3.526  -0.028  0.15
H  0.573  1.208  0.401  0.10
H  -0.946  0.360  -1.798  0.11
H  -0.005  1.484  -2.556  0.19
H  0.716  -1.161  -2.008  0.05
H  1.421  -0.311  -0.492  0.13
H  1.972  0.361  -2.289  0.14
H  -1.482  2.535  0.992  0.11
H  -1.983  1.387  -0.250  0.05
H  -1.577  2.987  -0.857  0.10
H  1.471  3.038  3.259  0.12
H  0.752  1.834  3.342  0.01
O  1.092  2.350  2.615  -0.07
H  -1.368  -1.839  -4.285  0.05
H  0.112  -1.168  -4.316  0.12
O  -0.893  -1.028  -4.106  -0.09
H  -2.225  1.126  -4.197  0.07
H  -3.170  0.674  -3.154  0.10
O  -2.319  1.220  -3.216  -0.10
H  3.831  1.777  1.341  0.11
H  2.366  1.659  1.619  -0.04
O  2.972  1.507  0.932  -0.04
H  -1.482  -1.619  -1.298  0.13
H  -1.047  -2.150  0.110  0.00
O  -0.741  -2.193  -0.800  -0.10
H  1.067  -3.281  2.083  0.06
H  1.811  -2.097  2.410  -0.01
O  1.004  -2.498  2.593  0.00
H  -3.799  0.369  2.841  0.05
H  -4.507  -0.028  1.458  0.02
O  -3.752  0.163  1.931  0.01
H  -0.298  -0.428  2.868  0.06
H  0.826  -0.642  3.891  0.01
O  0.112  -0.056  3.744  -0.07
H  -0.564  -4.653  -1.894  0.04
H  -0.096  -3.246  -2.149  -0.06
O  -0.019  -4.122  -2.478  -0.05
H  -2.252  -1.224  2.026  0.06
H  -0.848  -1.809  2.622  0.03
O  -1.355  -1.594  1.818  -0.09
H  4.172  -1.212  1.741  0.01
H  3.180  -0.197  1.071  -0.05
O  3.416  -1.083  1.247  0.00

---

2.
Computed, not measured: a cluster of 14 separate species, C4H33NO15 in total in a non-equilibrium geometry, with ωB97M-V with the def2-TZVPD basis set.

Properties
relative energy (zero: lowest compared OMol25 entry of this formula, charge and spin) = 99.0 kcal per mole
lowest unoccupied orbital energy = 0.000 Eh
total charge = 0
frontier orbital gap = 10.3 eV

Last column: Löwdin charge in e.
Cartesian coordinates (Å):
O  -2.555  -1.283  1.475  0.03
C  -2.708  -0.098  1.598  -0.26
C  -1.721  0.776  0.915  -0.11
C  -0.246  0.230  0.442  -0.07
C  0.084  1.081  -0.799  -0.45
N  -0.642  0.487  -1.928  0.17
O  0.778  2.039  -1.032  0.02
H  -3.625  0.307  1.979  0.12
H  -2.148  1.181  -0.107  0.12
H  -1.499  1.673  1.467  0.10
H  0.500  0.400  1.391  0.15
H  -0.153  -0.878  0.329  0.07
H  -0.969  -0.500  -1.764  0.10
H  -0.489  0.811  -2.793  0.02
H  1.847  4.028  0.738  0.06
H  1.256  2.852  0.576  0.00
O  1.888  3.195  1.259  -0.08
H  0.986  -1.883  -2.953  0.05
H  1.087  -3.220  -3.602  0.01
O  1.534  -2.683  -2.982  -0.04
H  1.697  1.781  -2.996  -0.03
H  1.534  2.712  -4.373  0.07
O  1.548  1.837  -3.915  -0.05
H  -2.712  1.819  -2.350  0.03
H  -3.588  2.832  -1.681  0.01
O  -3.514  1.896  -1.769  -0.08
H  0.256  2.059  4.464  0.11
H  1.440  2.112  3.234  -0.04
O  0.871  1.617  3.761  -0.08
H  -1.721  0.062  4.906  0.02
H  -1.333  0.313  3.493  0.02
O  -2.041  0.458  4.136  -0.02
H  -0.725  3.534  -1.022  0.03
H  -0.743  3.867  -2.604  0.03
O  -1.209  3.957  -1.770  -0.06
H  0.776  -2.973  -1.417  0.03
H  0.170  -2.664  -0.031  0.02
O  1.059  -2.902  -0.426  -0.12
H  3.724  0.015  3.366  0.03
H  4.027  -0.015  2.018  -0.05
O  4.403  -0.315  2.779  -0.01
H  -2.982  -2.156  -1.208  0.09
H  -1.988  -2.501  -0.063  -0.04
O  -2.057  -2.291  -0.934  -0.01
H  3.185  -0.020  -0.588  0.09
H  2.958  -1.555  -0.304  0.01
O  2.649  -0.702  -0.077  -0.06
H  0.690  -3.117  2.362  0.06
H  1.678  -2.208  3.236  0.02
O  0.768  -2.395  3.044  -0.06
H  -1.212  -4.064  -2.390  -0.02
H  -0.255  -5.054  -2.165  0.11
O  -0.561  -4.454  -2.929  -0.06

---

3.
Computed, not measured: a cluster of 13 separate species, C4H33O16 in total in a non-equilibrium geometry, with ωB97M-V with the def2-TZVPD basis set.

Properties
relative energy (zero: lowest compared OMol25 entry of this formula, charge and spin) = 0.0 kcal per mole
lowest unoccupied orbital energy = 0.096 Eh
total charge = -1
frontier orbital gap = 9.3 eV

Last column: Löwdin charge in e.
Cartesian coordinates (Å):
C  -0.538  -2.771  0.172  -0.23
O  -0.251  -3.293  1.497  -0.10
C  0.412  -1.634  -0.261  -0.14
C  -0.134  -0.311  0.357  -0.07
C  0.149  1.113  -0.237  -0.64
O  0.638  1.927  0.877  -0.04
O  1.020  1.329  -1.224  -0.16
H  -0.450  -3.686  -0.401  0.11
H  -1.557  -2.385  0.345  0.10
H  0.391  -1.504  -1.352  0.10
H  1.458  -1.798  -0.005  0.11
H  -1.200  -0.480  0.441  0.07
H  0.191  -0.300  1.408  0.11
H  -0.060  2.292  1.444  0.10
H  -2.244  1.308  1.037  0.02
H  -3.602  0.699  1.430  0.03
O  -2.747  0.943  1.797  -0.09
H  2.187  0.133  -1.348  0.00
H  3.752  0.236  -1.341  0.04
O  3.029  -0.394  -1.220  -0.11
H  4.390  -0.762  0.701  0.04
H  3.378  0.399  0.699  0.01
O  4.201  0.097  1.086  -0.07
H  -1.290  2.385  -1.100  0.08
H  -2.138  -0.207  3.098  0.00
O  -1.199  1.616  -0.506  -0.08
H  -1.928  0.993  -2.084  0.03
H  -2.073  0.547  -3.545  0.07
O  -2.432  0.381  -2.664  -0.08
H  -3.288  -0.945  -0.391  0.02
H  -3.326  0.311  -1.133  0.02
O  -3.780  -0.114  -0.364  -0.06
H  0.703  -2.347  3.688  0.03
H  0.264  -2.732  2.100  0.02
O  1.624  -2.328  3.388  -0.06
H  1.843  -1.404  3.576  -0.01
H  -0.839  0.249  3.651  0.02
O  -1.431  -0.510  3.710  -0.09
H  -1.922  -2.013  -1.711  -0.01
H  -2.801  -1.676  -2.875  0.04
O  -2.026  -2.201  -2.642  -0.05
H  1.141  3.520  0.143  0.00
H  2.263  3.607  -0.898  0.03
O  1.560  4.123  -0.495  -0.08
H  2.691  1.127  3.055  0.06
H  3.531  -0.095  3.341  0.05
O  2.611  0.200  3.333  -0.07
H  -0.040  3.469  -1.967  0.02
H  0.126  2.140  -2.496  0.03
O  -0.443  2.948  -2.682  -0.10
H  0.651  -0.360  -3.408  0.01
H  -0.554  -1.251  -3.874  0.00
O  0.089  -0.590  -4.149  -0.06

---

4.
Computed, not measured: a cluster of 18 separate species, C4H34BO25 in total in a non-equilibrium geometry, with ωB97M-V with the def2-TZVPD basis set.

Properties
spin multiplicity = 2
relative energy (zero: lowest compared OMol25 entry of this formula, charge and spin) = 0.0 kcal per mole
lowest unoccupied orbital energy (alpha / beta) = -0.042 / -0.292 Eh
total charge = 0
frontier orbital gap (alpha / beta) = 9.1 / 2.3 eV

Last column: Löwdin charge in e.
Cartesian coordinates (Å):
O  0.447  -2.774  1.950  0.11
C  0.204  -1.749  1.307  -0.28
O  0.934  -0.607  1.245  0.23
B  0.310  0.276  0.214  -0.76
O  -0.897  -0.500  -0.267  0.21
C  -1.014  -1.621  0.348  -0.37
O  -1.842  -2.512  0.245  0.12
O  1.323  0.684  -0.803  0.20
C  1.378  2.025  -0.793  -0.37
O  2.127  2.733  -1.431  0.15
C  0.385  2.624  0.210  -0.35
O  -0.172  1.586  0.777  0.23
O  0.245  3.814  0.411  0.13
O  1.252  5.789  2.254  -0.05
H  1.220  5.309  1.426  -0.02
H  1.398  5.114  2.916  0.02
O  1.234  0.892  -3.801  -0.03
H  1.759  1.122  -3.034  0.02
H  0.509  1.517  -3.792  0.01
O  0.106  -5.542  1.237  -0.04
H  -0.834  -5.543  1.055  0.02
H  0.461  -4.863  0.663  0.00
O  4.078  -0.617  1.484  -0.04
H  3.684  -1.479  1.353  0.03
H  4.437  -0.385  0.627  0.03
O  -0.653  -3.117  4.596  -0.04
H  -1.253  -2.384  4.459  0.03
H  -0.201  -3.217  3.758  -0.01
O  -2.962  0.222  -2.288  -0.02
H  -2.456  -0.046  -1.521  0.01
H  -3.202  1.132  -2.111  0.07
O  -0.121  3.278  -3.673  -0.03
H  0.093  3.791  -2.894  0.05
H  0.354  3.710  -4.383  0.06
O  -0.336  1.219  4.438  -0.04
H  -0.578  1.772  3.696  0.02
H  -0.932  0.472  4.386  0.02
O  1.801  -4.618  4.504  -0.04
H  2.211  -4.493  3.648  0.02
H  1.258  -3.838  4.626  -0.01
O  3.492  4.059  0.956  -0.03
H  3.355  3.318  1.547  0.04
H  4.210  3.783  0.387  0.03
O  -4.866  -2.373  0.192  -0.03
H  -5.817  -2.269  0.230  0.06
H  -4.526  -1.689  0.768  0.06
O  -3.388  -4.713  1.050  -0.05
H  -2.874  -3.924  0.875  -0.03
H  -4.240  -4.538  0.650  0.01
O  -0.838  -3.770  -2.959  0.45
H  -0.242  -3.021  -2.934  0.04
H  -1.633  -3.458  -2.526  0.08
O  -3.347  -2.532  -2.406  0.01
H  -3.093  -1.622  -2.256  0.00
H  -3.879  -2.762  -1.644  0.03
O  4.603  4.744  -2.986  -0.05
H  4.425  3.865  -2.649  0.01
H  4.608  4.639  -3.938  0.03
O  0.727  -1.681  -3.087  0.00
H  1.608  -2.018  -3.247  0.08
H  0.796  -0.741  -3.254  0.01
O  -1.369  6.119  -0.066  -0.05
H  -2.276  6.223  0.220  0.03
H  -1.190  5.184  0.038  -0.02

---

Number 4 is which compound?
C4H34BO25